Computed, not measured: a single C3H5FN2S molecule in a non-equilibrium geometry, with ωB97M-V with the def2-TZVPD basis set.

Calculated values
Kohn-Sham gap ... 8.93 eV
Energy ... -724.76824 Ha
ΔE to the lowest compared entry with this formula, charge and spin ... 2.677 eV

ORCA input file:
```
! RIJCOSX wB97M-V def2-TZVPD def2/J DEFGRID3
* xyz 0 1
C -0.1012 0.3309 -0.4855
C 1.1391 -1.4238 0.7412
C 1.8402 -1.8446 -0.2987
H -2.0586 3.0901 0.3019
H 0.6035 0.0357 -1.2927
H -0.0835 0.2891 1.6005
H 1.4215 -1.7135 1.7736
H 2.6231 -2.5994 -0.1072
N -0.8889 1.3086 -0.6006
N 0.1125 -0.4528 0.6445
F 1.8869 -1.4307 -1.5497
S -1.9576 1.5880 0.7264
*
```

Computed, not measured: a single C7H6IN3O molecule in a non-equilibrium geometry, with ωB97M-V with the def2-TZVPD basis set.

Calculated values
Kohn-Sham gap (spin up / spin down) ... 7.69 / 7.69 eV
Energy ... -807.39898 Ha
ΔE to the lowest compared entry with this formula, charge and spin ... 0.000 eV

ORCA input file:
```
! RIJCOSX wB97M-V def2-TZVPD def2/J DEFGRID3
* xyz 0 1
C -0.5932 -1.5291 -1.7308
C -1.8938 -1.0825 -1.3896
C 0.5698 -0.9202 -1.2871
C -1.9587 -0.1244 -0.3808
C 0.4922 -0.0994 -0.1347
C -0.8147 0.2280 0.3144
C 1.7706 0.3618 0.6005
N 0.1853 1.4290 2.1296
N -0.8834 0.8002 1.5987
N 1.3743 1.2697 1.7186
O 2.2880 1.8618 2.2222
I 3.1560 1.5108 -0.7714
H -0.4745 -2.2612 -2.5298
H -2.8048 -1.6142 -1.7843
H 1.5653 -1.0254 -1.7123
H -2.8331 0.2951 0.0570
H 2.5367 -0.2998 1.1416
H -1.6817 1.1998 1.9382
*
```

Computed, not measured: 2 unconnected molecules or ions with the total composition C2H3NO2S in a non-equilibrium geometry, with ωB97M-V with the def2-TZVPD basis set.

Calculated values
Kohn-Sham gap (spin up / spin down) ... 7.05 / 8.36 eV
Energy ... -681.22591 Ha
ΔE to the lowest compared entry with this formula, charge and spin ... 6.351 eV

ORCA input file:
```
! RIJCOSX wB97M-V def2-TZVPD def2/J DEFGRID3
* xyz 0 1
C 1.3526 -0.9294 -0.4261
C 0.7836 -0.5335 0.7271
N -1.8664 1.2640 -0.1665
O -2.3147 2.0406 0.5707
O -1.4269 1.0717 -1.2784
S -0.8081 -1.0970 0.9338
H 2.2749 -0.3324 -0.7511
H 0.8332 -1.6923 -1.0052
H 1.1719 0.2084 1.3957
*
```

Computed, not measured: a molecular structure, C31H43BrN2O5SScSi3 in a non-equilibrium geometry, with ωB97M-V with the def2-TZVPD basis set.

Calculated values
Kohn-Sham gap ... 6.82 eV
Energy ... -6294.29563 Ha
ΔE to the lowest compared entry with this formula, charge and spin ... 1.488 eV

ORCA input file:
```
! RIJCOSX wB97M-V def2-TZVPD def2/J DEFGRID3
* xyz 1 1
Sc -0.4972 -0.2550 -0.0879
C 0.7194 -3.2114 0.6471
O 0.3146 -1.8824 0.9524
Si 0.0823 -1.3615 2.6181
C 1.7323 -1.5751 3.5543
C -1.1038 -2.6491 3.3743
C -0.5377 0.3511 2.0883
Si 0.6920 1.7466 2.5015
C 0.9248 2.0350 4.3742
C 2.3974 1.2818 1.7196
C 0.2216 3.4417 1.7376
Si -2.3769 0.6603 2.4601
C -3.3233 -0.5115 1.2298
C -2.9806 2.4308 2.0573
C -2.9130 0.3225 4.2576
H 1.6803 -3.4267 1.1198
H 0.8090 -3.3199 -0.4367
H -0.0249 -3.9209 1.0138
H 2.0247 -2.6188 3.6243
H 1.6175 -1.2104 4.5676
H 2.5536 -1.0305 3.1060
H -0.6560 -3.6389 3.3828
H -2.0472 -2.7252 2.8440
H -1.3253 -2.3993 4.4038
H 1.4153 1.1995 4.8618
H -0.0309 2.1824 4.8668
H 1.5237 2.9222 4.5563
H 2.3166 0.3337 1.1910
H 3.1741 1.1841 2.4706
H 2.7264 2.0306 1.0047
H -0.5278 3.9487 2.3329
H -0.1589 3.3561 0.7232
H 1.0915 4.0908 1.7067
H -2.6674 -0.8424 0.3923
H -4.1996 -0.0380 0.7989
H -3.6712 -1.4050 1.7354
H -2.6425 2.7946 1.0929
H -2.6344 3.1311 2.8082
H -4.0660 2.4713 2.0668
H -3.0179 -0.7329 4.4751
H -3.8601 0.7991 4.4863
H -2.1758 0.7250 4.9434
C -2.5242 1.9843 -1.6591
O -1.2368 1.6115 -1.1602
C -0.1602 2.2884 -1.7173
C -0.2401 3.5062 -2.3475
C 0.9263 4.0874 -2.8575
Br 0.8134 5.7875 -3.6973
C 2.1403 3.4564 -2.7661
C 2.2419 2.2088 -2.1256
C 1.0837 1.6015 -1.5696
O 1.1120 0.4693 -0.9387
C 3.4951 1.5247 -2.0279
N 3.6578 0.3007 -1.5076
C 4.9844 -0.0581 -1.5716
C 5.6803 -1.1903 -1.1655
C 7.0472 -1.1953 -1.3796
C 7.7046 -0.1194 -1.9825
C 7.0225 1.0115 -2.3866
C 5.6541 1.0259 -2.1709
N 4.6954 1.9802 -2.4338
H -2.8158 2.9777 -1.3066
H -3.2302 1.2457 -1.2759
H -2.5287 1.9605 -2.7529
H -1.1740 4.0335 -2.4585
H 3.0063 3.9295 -3.1989
H 2.8615 -0.2101 -1.1277
H 5.1692 -2.0212 -0.7032
H 7.6294 -2.0500 -1.0696
H 8.7706 -0.1741 -2.1355
H 7.5226 1.8491 -2.8446
H 4.8863 2.8833 -2.8364
O -6.4930 -5.4054 -3.5190
C -6.2752 -4.0921 -3.7047
O -7.0727 -3.4230 -4.3037
C -5.0078 -3.5239 -3.1612
C -4.9006 -2.1326 -3.1244
C -3.7278 -1.5215 -2.7447
C -2.6140 -2.2904 -2.4039
S -1.0427 -1.5480 -2.1652
C -2.7249 -3.6804 -2.4033
C -3.9068 -4.2877 -2.7738
H -5.8010 -5.8428 -3.0054
H -5.7542 -1.5497 -3.4351
H -3.6530 -0.4430 -2.7556
H -1.8655 -4.2805 -2.1423
H -3.9340 -5.3682 -2.8061
*
```

Computed, not measured: 2 unconnected molecules or ions with the total composition C5H10O2, with ωB97M-V with the def2-TZVPD basis set.

Calculated values
Kohn-Sham gap ... 9.87 eV
Energy ... -346.96937 Ha
ΔE to the lowest compared entry with this formula, charge and spin ... 1.525 eV

ORCA input file:
```
! RIJCOSX wB97M-V def2-TZVPD def2/J DEFGRID3
* xyz 0 1
O -0.1660 1.9168 -2.1314
C -1.9143 -0.3849 -0.7016
C -0.7198 -0.4172 -0.1140
C -0.3638 -0.1419 1.3289
C 1.1498 0.0871 1.2640
C 1.5396 -0.7718 0.0640
O 0.4153 -0.7093 -0.8225
H 0.1958 1.0233 -2.2008
H -2.0268 -0.6374 -1.7510
H -2.8000 -0.1335 -0.1297
H -0.9484 1.7719 -1.5845
H -0.6047 -1.0170 1.9443
H -0.9186 0.7109 1.7278
H 1.6719 -0.2085 2.1779
H 1.3694 1.1395 1.0584
H 1.7064 -1.8187 0.3505
H 2.4142 -0.4094 -0.4804
*
```

Computed, not measured: a molecular structure, C18H24MnN4O8P4S in a non-equilibrium geometry, with ωB97M-V with the def2-TZVPD basis set.

Calculated values
<S²> ... 8.755
Kohn-Sham gap (spin up / spin down) ... 5.68 / 6.93 eV
Energy ... -4436.24807 Ha
ΔE to the lowest compared entry with this formula, charge and spin ... 0.509 eV

ORCA input file:
```
! RIJCOSX wB97M-V def2-TZVPD def2/J DEFGRID3
* xyz -2 6
Mn 0.9956 -0.7797 -0.1695
S -0.8633 -2.6247 3.6206
C 0.0176 -1.2705 4.1957
C 0.6784 -0.6319 3.1887
C 0.5037 -1.2051 1.8819
C -0.3138 -2.2960 1.9922
C -0.7348 -3.0633 0.8144
C -1.4466 -4.2625 0.8444
C -1.7783 -4.8861 -0.3460
C -1.4233 -4.2913 -1.5418
C -0.7145 -3.0989 -1.4958
N -0.3633 -2.5136 -0.3522
H 0.0029 -1.0383 5.2537
H 1.2958 0.2427 3.3743
H -1.7280 -4.6794 1.8040
H -2.2992 -5.8371 -0.3389
H -1.6875 -4.7302 -2.4945
H -0.4181 -2.5844 -2.4055
O 0.0831 1.9078 -3.7492
P 0.2931 0.3992 -3.1519
O -0.4953 -0.5771 -3.9421
O 0.0190 0.5346 -1.6708
O 1.8817 0.2584 -3.4043
P 2.7644 -1.0577 -2.9499
O 4.0509 -0.3017 -2.3449
O 3.1527 -1.8600 -4.1221
O 1.9919 -1.6861 -1.8074
H 0.3442 1.8678 -4.6762
H 3.7721 0.1372 -1.5252
C 1.0724 3.4491 -0.6126
P 0.1256 2.3534 0.5206
C 0.1230 3.4869 1.9968
C -1.5886 2.7294 -0.0975
C -2.6269 1.7817 0.5323
P -2.2498 -0.0008 0.1659
C -3.5699 -0.7671 1.2197
C -3.1273 -0.1867 -1.4464
H 0.6901 4.4752 -0.5864
H 0.9910 3.0577 -1.6276
H 2.1244 3.4485 -0.3310
H -0.2313 4.4946 1.7502
H 1.1414 3.5561 2.3900
H -0.5079 3.0646 2.7848
H -1.5595 2.5856 -1.1806
H -1.8331 3.7754 0.1128
H -3.6419 2.0178 0.1909
H -2.6022 1.8905 1.6229
H -4.5590 -0.3262 1.0454
H -3.3031 -0.6660 2.2752
H -3.6095 -1.8358 0.9901
H -4.1013 0.3156 -1.4351
H -3.2728 -1.2533 -1.6388
H -2.5084 0.2026 -2.2555
O 2.6318 0.3022 0.2175
N 3.3443 0.1977 1.2568
C 4.3558 1.0221 1.3867
C 5.1642 0.9117 2.5752
N 5.8323 0.8738 3.5109
C 4.7115 2.0585 0.4481
N 5.0039 2.9128 -0.2629
*
```

Computed, not measured: a molecular structure, C18H29N2O4P2ReS2 in a non-equilibrium geometry, with ωB97M-V with the def2-TZVPD basis set.

Calculated values
<S²> ... 3.765
Kohn-Sham gap (spin up / spin down) ... 5.51 / 6.71 eV
Energy ... -2670.77872 Ha
ΔE to the lowest compared entry with this formula, charge and spin ... 0.374 eV

ORCA input file:
```
! RIJCOSX wB97M-V def2-TZVPD def2/J DEFGRID3
* xyz 1 4
C 1.5595 3.2263 -3.2361
C 1.0783 2.4748 -2.1641
N 0.9062 1.1354 -2.3092
C 1.3653 0.4781 -3.4075
C 1.8504 1.2083 -4.4916
C 1.9398 2.5926 -4.4130
C 0.7239 3.1003 -0.8422
P 0.3279 1.8250 0.4725
Re -0.0973 0.0675 -0.8029
P 0.7399 -1.7207 -1.7782
C 1.3186 -1.0238 -3.4145
O -4.7213 3.5790 -2.7733
O -2.2727 0.3603 -1.3070
H 1.6303 4.3028 -3.0957
H 2.1479 0.6467 -5.3745
H 2.3108 3.1713 -5.2556
C 1.7247 2.0070 1.6097
C -1.0698 2.5883 1.3461
H 0.6433 -1.4024 -4.1970
H 2.3148 -1.4493 -3.6040
H -0.0802 3.7176 -0.9177
H 1.5700 3.6868 -0.4539
C 2.1616 -2.7164 -1.2467
C -0.4637 -2.9857 -2.3029
H -4.1190 -0.6088 2.0901
H -2.8053 -0.4606 -1.3256
H -5.2935 4.1920 -2.4051
H -4.2863 4.0474 -3.5045
H 1.4025 -0.1105 -0.2526
H -2.1006 0.6289 -2.3141
H 2.1608 3.0071 1.5032
H 1.3748 1.8206 2.6336
H 2.4678 1.2469 1.3434
H -0.7189 3.4810 1.8775
H -1.8459 2.8502 0.6145
H -1.4716 1.8556 2.0662
H 0.0086 -3.9700 -2.2165
H -1.3362 -2.9419 -1.6383
H -0.7719 -2.7964 -3.3375
H 1.8548 -3.7662 -1.1847
H 2.9939 -2.5924 -1.9488
H 2.4662 -2.3654 -0.2544
O -1.2854 0.3972 5.8566
S -0.6173 0.1904 4.5962
O 0.5664 0.9743 4.3144
N -1.6728 0.2391 3.3049
C -1.9129 -0.9409 2.7687
S -3.0149 -1.1228 1.4532
C -1.1029 -2.0286 3.3130
C -0.9498 -3.3607 2.9045
C -0.0155 -4.1674 3.5577
C 0.7789 -3.6467 4.5945
C 0.6479 -2.3070 4.9873
C -0.2955 -1.5260 4.3348
H -1.5718 -3.7322 2.0902
H 0.1011 -5.2117 3.2640
H 1.5050 -4.2844 5.0978
H 1.2508 -1.8601 5.7750
*
```

Computed, not measured: 2 unconnected molecules or ions with the total composition CH6N2 in a non-equilibrium geometry, with ωB97M-V with the def2-TZVPD basis set.

Calculated values
Kohn-Sham gap ... 11.09 eV
Energy ... -151.16851 Ha
ΔE to the lowest compared entry with this formula, charge and spin ... 0.829 eV

ORCA input file:
```
! RIJCOSX wB97M-V def2-TZVPD def2/J DEFGRID3
* xyz 0 1
N 1.0400 -0.5821 -3.8342
H 1.7748 0.0027 -4.2637
H 0.3405 -0.5594 -4.5863
H 1.4593 -1.5077 -4.0108
C -1.1207 0.8917 3.2976
N -0.6709 -0.0960 3.9377
H -1.3274 1.7837 3.8810
H -1.1579 0.9460 2.2069
H -0.3379 -0.8788 3.3720
*
```